No. 1
Molecular formula: C18H21N7STl
Method: DFT, ωB97M-V with the def2-TZVPD basis set

orbital gap (alpha / beta)	0.1818 / 0.1887	Ha
highest occupied orbital energy (alpha / beta)	-17.3154 / -17.3403	eV
largest force on an atom	2.64	eV/A
E_LUMO (alpha / beta)	-12.369 / -12.204	eV
spin multiplicity	1
total charge	+3

```
48
Properties=species:S:1:pos:R:3:forces:R:3
Tl -0.5515 0.3507 0.5031 -0.2 -0.5 -0.7
C -1.0813 -2.7144 -3.5327 -0.1 0.0 -0.2
C -0.8238 -2.1311 -2.1825 -0.7 0.5 -0.1
N -1.5510 -1.1869 -1.6840 0.7 -0.3 0.8
N -2.6138 -0.7512 -2.3948 -0.8 0.0 -1.1
C -3.5758 0.0469 -1.8967 0.5 -0.6 -0.6
N -4.6631 0.2478 -2.6214 0.0 0.1 0.1
S -3.4298 0.8105 -0.3816 0.2 0.2 0.6
C 0.2514 -2.6490 -1.3235 0.9 -0.8 0.2
C 0.9854 -3.7940 -1.6535 -0.5 0.4 -0.1
C 1.8864 -4.3173 -0.7398 0.2 0.0 0.3
C 2.0430 -3.7033 0.4921 -0.1 0.1 -0.2
C 1.3254 -2.5333 0.7236 0.4 -0.5 -0.1
N 0.4815 -2.0387 -0.1569 -0.7 1.1 0.2
H -2.0930 -3.1220 -3.6035 0.0 -0.1 0.1
H -0.4008 -3.5152 -3.7958 0.0 0.1 0.0
H -0.9810 -1.9393 -4.2971 0.0 0.0 -0.1
H -2.7745 -1.1562 -3.3199 0.0 0.2 0.3
H -4.8054 -0.1713 -3.5319 0.0 0.0 0.1
H -5.4076 0.8341 -2.2721 0.0 0.1 -0.1
H 0.8462 -4.2863 -2.6029 0.0 -0.1 0.0
H 2.4601 -5.1993 -0.9933 0.0 0.0 0.0
H 2.7104 -4.0932 1.2448 0.1 0.0 0.0
H 1.4539 -1.9863 1.6469 0.0 0.0 0.1
C 1.6561 0.5760 -1.9642 -0.2 0.0 -0.1
C 2.2620 1.1426 -0.8510 0.0 0.2 0.0
C 1.7433 2.3127 -0.2969 -0.3 0.1 -0.2
C 0.5754 2.8825 -0.8210 0.3 -0.1 -0.1
C -0.0351 2.3017 -1.9298 0.2 0.1 0.1
C 0.5133 1.1597 -2.5047 0.2 0.1 0.1
H 2.1074 -0.2801 -2.4437 0.0 -0.1 0.0
H 3.1787 0.7273 -0.4603 0.1 -0.1 0.0
H 2.3016 2.8304 0.4686 -0.1 0.0 0.2
H 0.1931 3.8126 -0.4267 0.0 0.1 0.1
H -0.8807 2.7897 -2.3911 -0.1 0.0 0.0
H 0.0834 0.7663 -3.4113 -0.1 -0.1 -0.1
N 2.4391 2.9581 5.4063 -0.5 -0.1 0.1
C 1.2775 2.5666 4.9296 -0.2 -1.0 -1.4
C 1.1432 1.7606 3.7299 1.1 0.5 0.7
N -0.0272 1.4119 3.3053 -0.1 -1.2 -1.6
C -1.1385 1.7518 3.9225 0.1 0.2 0.3
C -1.0299 2.5833 5.0490 -0.1 0.3 0.4
N 0.1336 2.9331 5.4838 -0.2 1.5 2.1
H 3.3161 2.6074 5.0573 0.2 0.0 -0.2
H 2.4686 3.5920 6.1935 -0.1 0.2 0.3
H 2.0223 1.4954 3.1636 0.1 -0.1 -0.3
H -2.0912 1.3895 3.5773 -0.1 -0.2 -0.2
H -1.9036 2.9275 5.5874 0.0 0.0 0.1
```
Positions in Å, forces in eV/Å.



No. 2
Molecular formula: C5H14O2
Method: DFT, ωB97M-V with the def2-TZVPD basis set

orbital gap	0.3300	Ha
highest occupied orbital energy	-8.5880	eV
largest force on an atom	6.62	eV/A
E_LUMO	0.391	eV
SMILES	CC=C(C)C.O.O
spin multiplicity	1

```
21
Properties=species:S:1:pos:R:3:forces:R:3
C -0.7041 1.4171 -0.6590 0.8 -0.2 -1.8
C -0.4407 0.7258 0.6021 -2.2 -2.3 -0.1
C -1.3026 -0.3242 0.7712 1.4 1.0 0.3
C -1.2800 -1.0167 2.0708 -1.8 -5.5 -3.2
C -2.3705 -0.8836 -0.2025 -0.9 3.0 3.3
H -0.4032 0.7301 -1.4972 -0.3 0.9 0.4
H -1.7490 1.6661 -0.7773 -0.3 0.0 -0.1
H -0.1721 2.3265 -0.7515 0.7 1.0 -0.3
H 0.3565 1.0000 1.3045 -0.6 -0.1 -0.2
H -0.3580 -1.2870 2.4419 2.3 -0.4 0.6
H -1.9149 -2.0828 1.9646 1.9 2.3 0.1
H -1.8166 -0.6596 2.8223 -2.4 2.5 3.1
H -3.2926 -0.8724 0.4549 0.7 -0.5 -0.9
H -2.1737 -1.8274 -0.5410 0.7 -2.7 -0.4
H -2.6230 -0.3170 -1.0535 0.0 1.0 -0.9
O 4.3650 -0.3806 0.9559 -1.8 -0.9 2.8
H 3.4548 -0.5590 0.6762 0.9 0.3 -0.6
H 4.9744 -0.1162 0.3212 0.9 0.6 -2.2
O 2.1466 0.7387 -3.1292 -0.8 -0.8 -4.0
H 2.2903 0.8989 -2.2620 0.4 0.8 4.5
H 3.0135 0.8233 -3.5125 0.4 0.0 -0.5
```
Positions in Å, forces in eV/Å.



No. 3
Molecular formula: C3H6O3Ru
Method: DFT, ωB97M-V with the def2-TZVPD basis set

orbital gap (alpha / beta)	0.3096 / 0.2794	Ha
highest occupied orbital energy (alpha / beta)	-13.5751 / -14.2031	eV
<S²>	8.773
largest force on an atom	3.01	eV/A
E_LUMO (alpha / beta)	-5.150 / -6.601	eV
spin multiplicity	6
total charge	+1

```
13
Properties=species:S:1:pos:R:3:forces:R:3
C 0.3561 0.9512 -1.5157 0.6 0.0 -0.7
O -0.1400 0.3852 -0.3158 0.8 -0.3 -0.7
C 0.3696 -0.8481 0.1613 -0.6 0.0 -0.1
C -0.7613 -1.4760 0.7591 -0.3 0.2 0.0
O -1.6910 -0.7434 1.2518 0.6 -2.2 -0.4
H -0.2124 1.8813 -1.6224 0.2 -0.3 -0.5
H 1.4271 1.1826 -1.4539 -0.2 0.0 0.2
H 0.2051 0.1946 -2.2979 -0.2 0.6 -0.1
H 1.1653 0.0824 1.5568 -2.2 1.5 0.6
H -0.8957 -2.5600 0.6377 0.0 0.2 0.8
Ru -1.1570 1.1932 1.2608 -0.7 2.2 1.7
O 0.4396 1.1832 2.1848 1.7 -2.2 -1.1
H 0.8947 -1.4261 -0.6066 0.2 0.3 0.4
```
Positions in Å, forces in eV/Å.